[1]
Below is a structure of composition C30H45AlBBr2Cl3F6KLiN2NaO20PS, with properties calculated with ωB97M-V/def2-TZVPD.

Lowest unoccupied orbital energy   -0.140 hartree
Frontier orbital gap   0.1313 Eh
E_HOMO   -7.39 eV

The geometry in XYZ format:
```
115
C30H45AlBBr2Cl3F6KLiN2NaO20PS ωB97M-V/def2-TZVPD
C 5.252 -0.451 2.334
C 6.099 -0.051 1.103
C 5.252 0.588 -0.014
C 4.917 2.073 0.276
C 3.539 2.150 1.014
C 2.577 3.188 0.393
C 1.321 3.254 1.298
C -0.005 3.392 0.508
C -0.574 2.007 0.051
C -2.004 1.714 0.569
P -2.367 0.175 1.661
C -3.478 1.351 2.749
C -0.862 0.753 2.739
C -1.317 -1.078 0.683
O -0.343 -1.849 1.531
C 0.646 -2.315 0.861
F 1.267 -3.264 1.595
F 0.287 -2.988 -0.313
F 1.589 -1.406 0.585
O -2.635 -1.064 2.943
C -3.138 -2.189 2.607
N -3.671 -3.171 2.238
C -3.996 -0.258 0.702
Br -5.730 -0.339 1.629
C -4.089 -0.465 -0.611
C -2.970 -0.388 -1.625
Br -5.808 -0.873 -1.496
H 4.807 0.456 2.753
H 4.457 -1.141 2.033
H 5.854 -0.922 3.112
H 6.615 -0.948 0.757
H 6.859 0.670 1.420
H 5.867 0.548 -0.924
H 4.363 -0.029 -0.192
H 5.673 2.445 0.972
H 4.928 2.682 -0.631
H 3.023 1.193 0.922
H 3.712 2.425 2.056
H 2.293 2.913 -0.627
H 3.077 4.170 0.395
H 1.419 4.061 2.033
H 1.275 2.326 1.872
H -0.706 3.942 1.144
H 0.219 3.989 -0.387
H -0.619 2.079 -1.044
H 0.198 1.262 0.263
H -2.234 2.589 1.204
H -2.701 1.852 -0.268
H -4.165 1.944 2.116
H -2.881 2.084 3.312
H -4.018 0.809 3.523
H 0.112 0.469 2.314
H -0.956 0.323 3.736
H -0.803 1.844 2.802
H -0.728 -0.685 -0.152
H -1.916 -1.866 0.216
H -2.074 0.196 -1.405
H -2.640 -1.412 -1.860
H -3.364 -0.011 -2.573
Al 0.927 -5.156 -0.708
O -2.781 4.428 3.948
C -2.810 5.034 5.030
C -4.153 4.325 6.011
O -4.163 4.945 7.067
H -3.028 6.115 5.016
H -1.931 4.959 5.688
H -3.898 3.248 6.021
H -5.024 4.406 5.334
B -10.781 -3.223 -2.351
O -12.126 -2.633 -2.205
C -12.954 -3.283 -3.019
O -14.121 -3.052 -3.143
C -12.167 -4.353 -3.755
O -12.602 -5.120 -4.563
O -10.900 -4.301 -3.351
O -9.793 -2.196 -2.788
C -8.853 -2.125 -1.881
O -7.899 -1.381 -1.932
C -9.155 -3.111 -0.767
O -8.489 -3.286 0.211
O -10.283 -3.743 -1.059
Na -3.370 4.187 1.734
O 7.263 -1.589 -1.887
C 7.165 -2.462 -2.695
O 7.793 -2.345 -3.883
C 7.869 -3.385 -4.865
C 6.618 -3.434 -5.718
C 6.277 -3.664 -2.439
H 8.097 -4.341 -4.400
H 8.721 -3.137 -5.494
H 5.738 -3.659 -5.122
H 6.705 -4.191 -6.497
H 6.449 -2.463 -6.191
H 5.239 -3.383 -2.622
H 6.384 -3.965 -1.400
H 6.526 -4.537 -3.041
Li 2.984 5.892 -0.023
C 6.416 -7.901 -3.254
Cl 6.925 -7.828 -1.571
Cl 4.727 -7.404 -3.419
Cl 7.467 -6.910 -4.270
H 6.497 -8.926 -3.592
C 2.292 10.265 2.739
F 3.357 10.545 3.500
F 1.242 10.882 3.288
F 2.504 10.833 1.541
S 2.015 8.452 2.596
O 1.812 8.004 3.946
O 3.240 7.951 1.979
O 0.849 8.320 1.743
N -1.969 -6.529 -3.505
O -2.622 -7.301 -2.796
O -0.779 -6.828 -3.828
O -2.453 -5.453 -3.893
K 3.896 -2.974 -4.493
```

These are the Löwdin partial charges, in e, on atoms 1 to 5: -0.0924 -0.2506 -0.2231 -0.1731 -0.1941

***

[2]
Below is a structure of composition C30H45BMnN6S, with properties calculated with ωB97M-V/def2-TZVPD.

Lowest unoccupied orbital energy (spin up / spin down)   -0.365 / -0.359 hartree
Frontier orbital gap (spin up / spin down)   0.1445 / 0.1468 Eh
Multiplicity   2
<S²>   0.787
Net charge   +2
E_HOMO (spin up / spin down)   -13.87 / -13.78 eV

The geometry in XYZ format:
```
84
C30H45BMnN6S ωB97M-V/def2-TZVPD
Mn -0.055 -0.159 -0.134
C 1.810 4.634 1.142
C 1.000 3.663 0.355
C 0.138 3.891 -0.712
C -0.311 2.646 -1.126
N 0.217 1.717 -0.300
N 1.044 2.344 0.572
B 1.945 1.445 1.430
N 2.613 0.439 0.434
N 1.843 -0.370 -0.370
C 2.685 -1.124 -1.125
C 3.986 -0.774 -0.793
C 3.906 0.205 0.182
C 5.006 0.920 0.887
C 2.296 -2.186 -2.129
C 2.843 -3.528 -1.622
C 0.788 -2.297 -2.324
C 2.931 -1.837 -3.482
N 1.059 0.585 2.347
N 0.248 -0.319 1.740
C -0.231 -1.155 2.687
C 0.224 -0.715 3.920
C 1.046 0.377 3.669
C 1.851 1.195 4.619
C -1.013 -2.394 2.344
C -0.383 -3.587 3.078
C -2.479 -2.265 2.774
C -0.872 -2.643 0.845
C -1.117 2.279 -2.345
C -0.388 2.844 -3.575
C -2.527 2.875 -2.275
C -1.163 0.756 -2.474
H 1.567 5.649 0.838
H 1.615 4.537 2.209
H 2.876 4.474 0.980
H -0.097 4.846 -1.148
H 2.749 2.070 2.042
H 4.890 -1.186 -1.205
H 5.966 0.556 0.530
H 4.957 1.994 0.706
H 4.954 0.759 1.963
H 2.433 -3.782 -0.642
H 2.579 -4.322 -2.321
H 3.928 -3.504 -1.536
H 0.257 -2.482 -1.386
H 0.387 -1.421 -2.827
H 0.554 -3.146 -2.967
H 4.018 -1.814 -3.414
H 2.659 -2.589 -4.222
H 2.593 -0.863 -3.839
H 0.022 -1.151 4.883
H 1.623 0.902 5.641
H 2.918 1.049 4.452
H 1.636 2.256 4.507
H -0.399 -3.436 4.156
H -0.949 -4.494 2.861
H 0.652 -3.745 2.772
H -2.549 -2.195 3.859
H -2.959 -1.379 2.357
H -3.038 -3.145 2.456
H 0.181 -2.804 0.598
H -1.419 -3.529 0.518
H -1.311 -1.820 0.248
H -0.238 3.919 -3.484
H 0.589 2.376 -3.709
H -0.983 2.662 -4.470
H -2.479 3.964 -2.293
H -3.111 2.551 -3.136
H -3.051 2.580 -1.365
H -0.147 0.361 -2.290
H -1.904 0.292 -1.822
H -1.401 0.434 -3.489
S -2.288 0.681 0.682
C -3.749 0.149 0.020
C -3.860 -0.989 -0.823
C -5.089 -1.388 -1.281
C -6.233 -0.658 -0.934
C -6.146 0.469 -0.117
C -4.922 0.872 0.364
H -2.973 -1.544 -1.095
H -5.179 -2.265 -1.906
H -7.197 -0.971 -1.310
H -7.038 1.020 0.142
H -4.836 1.738 1.007
```

These are the Löwdin partial charges, in e, on atoms 1 to 5: 0.5869 0.0095 -0.2227 0.0661 -0.2189

***

[3]
Below is a structure of composition C30H45BN6OS3Ti, with properties calculated with ωB97M-V/def2-TZVPD.

Lowest unoccupied orbital energy (spin up / spin down)   -0.001 / -0.001 hartree
Frontier orbital gap (spin up / spin down)   0.2142 / 0.2141 Eh
E_HOMO (spin up / spin down)   -5.85 / -5.85 eV

The geometry in XYZ format:
```
87
C30H45BN6OS3Ti ωB97M-V/def2-TZVPD
Ti -0.588 0.264 -3.638
C 4.515 1.000 -1.702
C 3.412 0.214 -1.068
C 3.624 -0.614 -0.006
C 2.549 -1.345 0.545
N 1.337 -1.205 0.086
N 1.121 -0.387 -0.940
B -0.321 -0.080 -1.378
N -0.629 1.352 -0.738
N 0.120 1.712 0.294
C -0.011 2.898 0.830
C -0.958 3.807 0.332
C -1.739 3.453 -0.729
C -2.743 4.390 -1.321
C -1.548 2.163 -1.292
S -2.467 1.630 -2.649
C 0.956 3.192 1.974
C 2.386 3.138 1.422
C 0.698 4.564 2.594
C 0.789 2.108 3.049
N -1.312 -1.088 -0.735
N -1.550 -0.984 0.577
C -2.346 -1.836 1.148
C -2.922 -2.902 0.410
C -2.702 -3.006 -0.925
C -3.308 -4.089 -1.760
C -1.881 -2.005 -1.535
S -1.655 -1.921 -3.231
C -2.664 -1.633 2.622
C -4.167 -1.354 2.765
C -2.303 -2.900 3.411
C -1.879 -0.449 3.187
C 2.089 0.291 -1.581
S 1.707 1.198 -2.989
C 2.751 -2.290 1.720
C 1.425 -2.938 2.121
C 3.294 -1.485 2.910
C 3.756 -3.381 1.330
H 5.459 0.821 -1.191
H 4.285 2.067 -1.673
H 4.612 0.732 -2.754
H 4.620 -0.717 0.406
H -1.062 4.790 0.769
H -2.747 5.340 -0.789
H -3.742 3.951 -1.284
H -2.522 4.563 -2.375
H 2.531 3.883 0.636
H 2.591 2.151 1.005
H 3.104 3.337 2.221
H 0.840 5.370 1.871
H 1.402 4.726 3.412
H -0.312 4.636 3.004
H 0.961 1.122 2.616
H -0.220 2.126 3.466
H 1.500 2.271 3.863
H -3.558 -3.624 0.906
H -3.888 -4.774 -1.144
H -2.528 -4.642 -2.286
H -3.950 -3.656 -2.528
H -4.769 -2.195 2.414
H -4.453 -0.468 2.195
H -4.410 -1.182 3.816
H -2.860 -3.772 3.063
H -2.544 -2.755 4.467
H -1.237 -3.121 3.330
H -2.123 0.473 2.659
H -0.804 -0.607 3.089
H -2.121 -0.326 4.245
H 0.695 -2.174 2.390
H 1.585 -3.597 2.977
H 1.003 -3.520 1.301
H 2.600 -0.686 3.184
H 4.263 -1.033 2.688
H 3.419 -2.141 3.773
H 3.383 -3.967 0.488
H 3.915 -4.056 2.174
H 4.723 -2.958 1.051
C 0.582 1.745 -6.122
O -0.529 1.125 -5.480
C -0.556 -0.361 -5.403
C -1.459 -0.905 -6.474
H 1.486 1.166 -5.930
H 0.682 2.757 -5.729
H 0.397 1.785 -7.197
H -1.029 -0.809 -7.477
H -2.433 -0.403 -6.456
H -1.624 -1.969 -6.296
```

These are the Löwdin partial charges, in e, on atoms 1 to 5: 0.4096 -0.0640 -0.2549 0.0481 -0.2090

***

[4]
Below is a structure of composition C30H45BrIrO2P2, with properties calculated with ωB97M-V/def2-TZVPD.

Lowest unoccupied orbital energy (spin up / spin down)   -0.096 / -0.201 hartree
Frontier orbital gap (spin up / spin down)   0.2595 / 0.1543 Eh
Multiplicity   5
<S²>   6.025
Net charge   +1
E_HOMO (spin up / spin down)   -9.68 / -9.67 eV

The geometry in XYZ format:
```
81
C30H45BrIrO2P2 ωB97M-V/def2-TZVPD
Ir 0.517 -1.328 -1.569
C -1.300 -1.230 0.559
C -0.953 -2.357 -0.293
C 1.001 -1.540 0.638
C -0.126 -0.746 1.154
C 0.456 -2.694 -0.078
C -2.687 -0.741 0.747
H -3.350 -1.140 -0.037
H -2.722 0.357 0.698
H -3.092 -1.061 1.721
C -0.030 0.423 2.050
H -0.878 1.103 1.893
H 0.898 0.963 1.805
H -0.022 0.156 3.116
C 2.413 -1.396 1.050
H 2.526 -1.609 2.125
H 2.744 -0.365 0.813
H 3.031 -2.100 0.478
C 0.993 -4.087 -0.138
H 1.193 -4.491 0.869
H 1.948 -4.076 -0.683
H 0.262 -4.739 -0.630
C -1.906 -3.351 -0.844
H -2.155 -4.106 -0.078
H -1.444 -3.839 -1.707
H -2.810 -2.841 -1.179
C -1.213 3.340 -2.044
C -2.391 2.708 -2.131
C -2.363 1.177 -2.166
C -1.565 0.520 -3.292
C -0.306 -0.303 -3.116
C 0.931 0.410 -2.759
C 0.923 1.700 -2.016
C 0.150 2.959 -2.467
H -3.411 0.855 -2.292
H -1.228 1.368 -4.023
H -1.983 0.760 -1.213
H 0.312 3.108 -3.547
H -1.248 4.426 -1.824
H -3.370 3.216 -2.079
H 0.782 3.755 -2.040
H 0.700 1.431 -0.943
H 1.999 0.065 -3.019
H 1.981 2.067 -1.980
H -2.261 -0.201 -3.774
H -0.324 -1.008 -4.021
P -0.365 1.408 -5.494
C -0.321 3.214 -5.705
C -1.437 0.768 -6.794
P 1.794 -0.972 -4.937
C 1.304 0.726 -5.638
C 1.018 -2.040 -6.222
C 3.561 -0.842 -5.505
H 0.626 3.661 -5.375
H -1.118 3.744 -5.162
H -0.432 3.477 -6.765
H -1.205 1.277 -7.742
H -2.494 0.965 -6.550
H -1.323 -0.315 -6.937
H 3.583 -0.450 -6.533
H 4.000 -1.854 -5.474
H 4.093 -0.145 -4.827
H 2.011 1.461 -5.185
H 1.516 0.679 -6.730
H 1.557 -3.000 -6.203
H 1.119 -1.601 -7.227
H -0.041 -2.218 -5.986
Br 0.303 4.649 1.545
C 1.758 4.079 2.632
C 1.759 4.339 4.008
C 2.752 3.771 4.810
C 3.743 2.967 4.241
C 3.756 2.746 2.867
C 2.750 3.281 2.051
C 2.609 2.846 0.584
O 2.748 3.688 -0.335
O 2.367 1.602 0.545
H 0.978 4.972 4.425
H 2.723 3.952 5.876
H 4.508 2.517 4.859
H 4.504 2.111 2.402
```

These are the Löwdin partial charges, in e, on atoms 1 to 5: 1.3807 -0.1760 -0.3420 -0.2766 -0.1362

***

[5]
Below is a structure of composition C30H45BrO2P2Pt, with properties calculated with ωB97M-V/def2-TZVPD.

Lowest unoccupied orbital energy (spin up / spin down)   -0.179 / -0.309 hartree
Frontier orbital gap (spin up / spin down)   0.2522 / 0.1713 Eh
Multiplicity   5
<S²>   6.040
ΔE to the lowest compared entry with this formula, charge and spin   0.0 kcal per mole
Net charge   +2
E_HOMO (spin up / spin down)   -11.72 / -13.06 eV

The geometry in XYZ format:
```
81
C30H45BrO2P2Pt ωB97M-V/def2-TZVPD
Pt -0.875 0.693 0.149
C -1.834 2.151 2.227
C -2.362 2.021 0.870
C -2.896 0.097 2.128
C -2.171 0.986 2.952
C -2.999 0.678 0.796
C -1.187 3.369 2.749
H -0.780 3.976 1.932
H -0.363 3.126 3.436
H -1.898 4.005 3.301
C -1.862 0.738 4.376
H -1.344 1.582 4.844
H -1.195 -0.128 4.483
H -2.772 0.522 4.947
C -3.490 -1.182 2.536
H -4.005 -1.094 3.505
H -2.701 -1.947 2.642
H -4.202 -1.564 1.789
C -3.921 0.252 -0.281
H -4.971 0.423 -0.019
H -3.802 -0.821 -0.484
H -3.706 0.804 -1.197
C -2.668 3.131 -0.065
H -3.627 3.605 0.167
H -2.703 2.751 -1.087
H -1.891 3.898 -0.001
C 1.244 0.517 0.742
C 1.033 1.866 0.385
C 1.268 2.490 -0.966
C 0.818 1.569 -2.132
C -0.340 0.608 -1.905
C -0.311 -0.722 -1.374
C 0.872 -1.482 -0.828
C 1.907 -0.591 -0.058
H 2.327 2.772 -1.100
H 1.733 0.977 -2.470
H 0.705 3.433 -1.030
H 2.700 -0.249 -0.736
H 1.202 0.304 1.821
H 0.979 2.577 1.212
H 2.404 -1.247 0.674
H 0.508 -2.204 -0.074
H -1.176 -1.340 -1.662
H 1.379 -2.091 -1.604
H 0.527 2.221 -2.972
H -1.226 0.833 -2.516
P 3.114 0.481 -3.496
C 4.794 0.147 -2.904
C 3.273 1.845 -4.698
P 0.978 -1.270 -5.007
C 2.755 -1.001 -4.486
C 1.059 -0.413 -6.658
C 1.418 -2.930 -5.715
H 4.802 -0.823 -2.387
H 5.111 0.929 -2.200
H 5.466 0.120 -3.773
H 4.143 1.649 -5.340
H 3.428 2.786 -4.151
H 2.361 1.950 -5.302
H 2.219 -2.802 -6.456
H 0.538 -3.386 -6.180
H 1.774 -3.568 -4.902
H 3.046 -1.890 -3.890
H 3.394 -0.929 -5.388
H 0.163 -0.696 -7.226
H 1.953 -0.742 -7.202
H 1.066 0.674 -6.533
Br 2.016 -1.049 4.854
C 0.355 -1.763 5.407
C -0.075 -1.657 6.735
C -1.314 -2.190 7.118
C -2.079 -2.906 6.183
C -1.621 -3.052 4.870
C -0.440 -2.421 4.456
C -0.009 -2.395 2.988
O 0.811 -3.283 2.679
O -0.519 -1.478 2.264
H 0.557 -1.144 7.456
H -1.652 -2.096 8.150
H -3.019 -3.372 6.485
H -2.194 -3.638 4.143
```

These are the Löwdin partial charges, in e, on atoms 1 to 5: 1.1981 -0.2088 -0.3532 -0.1697 -0.1674

***

Number 1: F_max 0.118 hartree/bohr, calculated total energy -318059.539 eV. Number 2: F_max 0.039 hartree/bohr, calculated total energy -83599.396 eV. Number 3: F_max 0.017 hartree/bohr, calculated total energy -99126.598 eV. Number 4: F_max 0.053 hartree/bohr, calculated total energy -127378.908 eV. Number 5: F_max 0.082 hartree/bohr, calculated total energy -127781.885 eV.